Density functional theory data (ωB97M-V with the def2-TZVPD basis set) for a molecular structure, H10KO5.

The geometry in XYZ format:
```
16
Properties=species:S:1:pos:R:3:forces:R:3:mulliken_charge:R:1
K -0.4157 0.3385 0.4714 -0.05 -0.35 0.01 0.798
O 0.2347 -2.6329 1.2506 -0.02 0.36 0.15 -0.577
H 0.8929 -3.3172 1.1289 0.28 -0.17 0.19 0.303
H -0.2863 -2.6557 0.4480 -0.42 -0.08 -0.12 0.337
O -0.9540 -1.8804 -1.2745 0.11 0.23 0.34 -0.558
H -0.3114 -2.5612 -1.4739 0.28 -0.16 -0.36 0.309
H -1.7275 -2.1241 -1.7830 -0.36 -0.02 -0.18 0.279
O -1.3495 2.0058 -1.8611 0.09 -0.57 0.42 -0.641
H -0.4436 2.3029 -1.7747 0.30 0.31 -0.31 0.325
H -1.8590 2.6389 -1.3554 -0.32 0.35 -0.03 0.334
O -0.4932 2.4749 2.2780 0.04 -0.34 -0.39 -0.552
H -0.6806 3.4074 2.1709 -0.12 0.30 -0.02 0.297
H -0.0031 2.4213 3.0985 0.12 -0.04 0.34 0.305
O 2.1729 -0.3050 -0.2422 -0.47 0.15 0.12 -0.574
H 2.5649 -0.6023 -1.0632 0.14 -0.16 -0.26 0.306
H 2.6583 0.4890 -0.0181 0.40 0.18 0.11 0.309
```
Positions in Å, forces in eV/Å.

Output
Calculated total energy = -981.97594 a.u.
Total charge = +1
HOMO-LUMO gap = 11.45 eV
HOMO level = -0.54441 hartree

***

Density functional theory data (ωB97M-V with the def2-TZVPD basis set) for a molecular structure, H10LiO5.

The geometry in XYZ format:
```
16
Properties=species:S:1:pos:R:3:forces:R:3:mulliken_charge:R:1
Li 0.1447 0.1686 -0.2041 -0.42 -0.41 0.27 0.939
O 1.5603 0.9730 0.8874 0.15 0.14 0.10 -0.618
H 1.3138 1.4214 1.7068 0.04 -0.08 -0.07 0.318
H 2.2922 1.4897 0.5267 -0.05 -0.08 0.06 0.310
O -0.1150 -1.1723 -1.6599 0.08 -0.11 0.02 -0.609
H -0.1774 -1.2600 -2.6176 -0.03 0.06 0.09 0.285
H 0.1324 -2.0475 -1.3270 0.10 0.20 -0.02 0.314
O 0.9522 -1.9898 0.8660 -0.20 0.06 -0.01 -0.583
H 1.6125 -1.7473 1.5261 0.00 -0.03 -0.12 0.298
H 0.3700 -2.6168 1.3132 0.09 0.08 0.02 0.309
O -1.6877 -0.0666 0.9976 0.21 0.19 -0.23 -0.615
H -2.4227 -0.5865 0.6476 0.11 -0.01 0.04 0.325
H -1.9992 0.8456 0.9570 -0.13 -0.12 0.13 0.316
O -0.6036 1.8924 -0.9582 0.14 0.17 -0.47 -0.566
H -1.1756 2.6596 -0.8371 0.04 -0.09 0.08 0.283
H -0.1969 2.0367 -1.8245 -0.13 0.04 0.10 0.295
```
Positions in Å, forces in eV/Å.

Output
Calculated total energy = -389.61227 a.u.
Total charge = +1
HOMO-LUMO gap = 12.14 eV
HOMO level = -0.56817 hartree

***

Density functional theory data (ωB97M-V with the def2-TZVPD basis set) for H10N2Si3 in the gas phase in a non-equilibrium geometry.

The geometry in XYZ format:
```
15
Properties=species:S:1:pos:R:3:forces:R:3:mulliken_charge:R:1
N -0.6465 -0.7473 -1.7855 -0.27 0.77 -0.52 -0.618
Si -0.1884 0.0218 -0.2673 -2.44 1.46 -0.14 0.294
N -1.1779 1.7206 0.1170 2.86 -3.09 1.00 -0.674
Si 1.9475 0.8187 -0.2131 -0.95 1.18 0.56 0.563
Si -1.1113 -1.7095 1.1887 -0.10 0.24 -0.47 0.413
H -1.4359 -0.3319 -2.2849 0.27 -0.26 0.18 0.235
H 0.0863 -0.9180 -2.4606 0.05 0.10 -0.06 0.245
H -1.8978 1.7551 -0.5123 -2.78 -0.21 -1.74 0.206
H -0.7472 2.6136 -0.0333 1.04 0.14 0.13 0.239
H 2.3926 0.3295 0.9978 0.87 -0.94 2.15 -0.188
H 2.1986 2.2479 -0.0450 -0.50 0.56 -0.17 -0.153
H 2.9069 0.4287 -1.1117 1.43 -1.00 -1.99 -0.190
H -0.0809 -2.2172 2.0365 0.78 0.06 1.03 -0.144
H -2.0680 -0.7708 1.6970 -0.62 0.47 1.05 -0.113
H -1.9293 -2.9833 1.0816 0.35 0.53 -1.00 -0.117
```
Positions in Å, forces in eV/Å.

Output
Calculated total energy = -983.90704 a.u.
HOMO-LUMO gap = 9.08 eV
SMILES string = N[Si](N)([SiH3])[SiH3]
HOMO level = -0.32562 hartree

***

Density functional theory data (ωB97M-V with the def2-TZVPD basis set) for a molecular structure, H10NaO5.

The geometry in XYZ format:
```
16
Properties=species:S:1:pos:R:3:forces:R:3:mulliken_charge:R:1
Na -0.1348 -0.1040 -0.4575 0.09 -0.34 0.35 0.795
O 2.0307 -0.4951 -1.9050 -0.13 0.17 -0.10 -0.539
H 2.2514 0.1317 -2.6066 -0.01 -0.15 0.07 0.312
H 2.5722 -1.2729 -2.0915 -0.12 0.08 0.08 0.296
O -1.2813 1.8431 -1.2443 0.35 0.26 0.17 -0.630
H -0.6911 2.5096 -0.8605 -0.25 0.01 -0.14 0.348
H -1.7749 2.3203 -1.9247 0.05 -0.19 0.05 0.294
O -0.7697 -2.4343 0.6155 0.20 0.26 0.01 -0.590
H -1.6044 -2.5437 1.0847 0.09 -0.11 -0.07 0.301
H -0.0951 -2.7740 1.2179 -0.15 -0.04 -0.11 0.324
O -1.8006 0.4162 1.4251 -0.07 0.09 -0.36 -0.609
H -2.2854 1.1867 1.0949 0.07 -0.15 0.11 0.336
H -2.4866 -0.2082 1.6886 0.06 0.12 0.06 0.311
O 1.6940 0.4158 1.1172 0.01 0.05 -0.07 -0.533
H 1.9300 0.0382 1.9733 -0.12 0.11 -0.08 0.286
H 2.4456 0.9705 0.8727 -0.06 -0.16 0.01 0.297
```
Positions in Å, forces in eV/Å.

Output
Calculated total energy = -544.36258 a.u.
Total charge = +1
HOMO-LUMO gap = 12.09 eV
HOMO level = -0.56384 hartree